P:
A 2-piece molecular cluster, H4S2 overall. Source: the Open Molecules 2025 dataset; level of theory: ωB97M-V with the def2-TZVPD basis set.

```
! wB97M-V def2-TZVPD RIJCOSX def2/J DEFGRID3
* xyz 0 1
S -0.93431 0.79237 -1.19255
S 1.10453 -0.88289 1.28869
H 1.75188 0.28049 1.48664
H 1.32686 -0.84062 -0.03815
H -1.53888 0.89854 0.00533
H -1.71008 -0.24789 -1.54995
*
```

LUMO energy ... 0.852 eV
Highest occupied orbital energy ... -9.23 eV
SMILES string ... S.S

Results of the natural (NBO) charge analysis, in e, for atoms 1 through 2:
1. S -0.30
2. S -0.30


Q:
H4S2 as an isolated structure. Source: the Open Molecules 2025 dataset; level of theory: ωB97M-V with the def2-TZVPD basis set.

```
! wB97M-V def2-TZVPD RIJCOSX def2/J DEFGRID3
* xyz 0 1
S 0.81807 0.28563 -0.84505
S -1.17174 0.47112 1.11668
H 1.10828 0.31424 -2.12007
H -0.00754 0.71174 1.73292
H 0.24068 -0.94114 -0.96222
H -0.98775 -0.84159 1.07774
*
```

LUMO energy ... 0.748 eV
Highest occupied orbital energy ... -8.59 eV

Results of the natural (NBO) charge analysis, in e, for atoms 1 through 2:
1. S -0.29
2. S -0.24


Which of them is the most stable? Correct choice: P.